Entry 1:
The following is a quantum chemistry calculation of the molecule C6H12O, from OMol25.

The value obtained for the total energy is -310.99559 hartree. As for the net charge: 0. For the relative energy (zero: lowest compared OMol25 entry of this formula, charge and spin), the calculation gives 40.0 kcal per mole. The structure (SMILES) is COCC1(C)CC1. As for the HOMO energy: -9.693 eV.

```
19
Properties=species:S:1:pos:R:3:forces:R:3:mulliken_charge:R:1
H 0.298788 -1.923151 -0.617286 0.037 0.003 0.146 0.363
C -0.083026 -1.521832 0.324062 -0.043 -0.115 0.075 -1.597
H 1.689706 0.831582 -0.942831 -0.118 -0.045 0.035 0.283
H -1.176434 -1.594136 0.286330 0.149 0.026 -0.011 0.282
H 1.641228 -0.629207 2.281682 -0.059 0.133 -0.118 0.253
H -0.296977 1.721249 1.637144 0.026 -0.179 -0.003 0.251
H -1.548255 1.206732 -2.463189 0.083 -0.124 0.113 0.300
C -0.100853 0.655584 1.740304 -0.192 0.093 0.059 -0.825
O 0.122365 0.089469 -1.929074 0.084 -0.006 -0.044 -0.372
H 0.257979 -2.168663 1.140098 -0.051 0.154 -0.091 0.422
C -1.266729 0.205286 -2.100571 -0.371 -0.002 -0.081 -0.711
H -1.822216 -0.002077 -1.174475 0.106 0.052 -0.142 0.303
H 0.185290 1.729774 -0.672559 0.059 -0.143 0.006 0.346
C 1.328733 0.202729 1.655026 0.203 -0.027 0.018 -0.815
H 2.098935 0.956158 1.498355 -0.163 -0.097 0.011 0.264
H -1.558588 -0.533647 -2.851850 -0.003 0.130 0.091 0.239
C 0.379632 -0.088386 0.523351 -0.024 -0.037 -0.060 1.374
H -0.763758 0.144921 2.435535 0.118 0.042 -0.138 0.273
C 0.614179 0.717616 -0.770051 0.159 0.141 0.133 -0.632
```
Forces are in eV/Å.

Entry 2:
The following is a quantum chemistry calculation of a structure of composition C17H20BClN4O3PdS2SbSe4, from OMol25.

The value obtained for the total energy is -12360.09118 hartree. As for the net charge: -1. For the relative energy (zero: lowest compared OMol25 entry of this formula, charge and spin), the calculation gives 5.4 kcal per mole. As for the HOMO energy: -4.882 eV.

```
54
Properties=species:S:1:pos:R:3:forces:R:3:mulliken_charge:R:1
C -0.379101 3.708523 1.000015 -0.062 -0.189 -0.073 -0.624
Se 1.024565 0.455896 -2.574812 -0.238 -0.244 -0.332 -0.450
H 3.718363 -2.537259 -0.491722 0.002 -0.019 -0.036 0.377
H 2.681485 3.493535 1.330646 0.050 -0.041 -0.147 -0.196
N 0.655346 3.147714 0.293000 -0.069 -0.019 0.434 0.405
C -1.279007 -1.949087 2.639046 -0.122 -0.140 0.029 -0.170
H -2.713635 3.342541 -2.163735 -0.016 0.048 0.018 0.320
C 4.150612 0.069670 -0.382396 -0.053 0.072 0.020 -0.594
O -2.204189 0.919057 0.322897 -0.569 -0.087 0.389 -0.473
H -1.971044 -1.202376 3.004339 0.017 -0.007 0.028 0.418
H 1.329213 -4.449966 1.302087 -0.018 -0.029 -0.009 0.420
Pd -1.037582 0.320702 -1.192658 0.501 -0.012 1.454 1.950
C 2.032819 0.214168 0.266779 0.268 0.030 -0.168 -0.904
C 0.289341 3.114967 -0.985735 0.312 -0.118 -0.552 0.063
N 2.603744 1.418365 0.429713 -0.311 -0.045 -0.022 0.416
H -0.240414 -2.117687 4.516408 0.000 0.003 0.000 0.408
H -0.345354 3.768255 2.071690 0.006 0.025 0.006 0.455
Se -1.257631 1.677454 -5.566979 0.055 0.111 0.076 -0.656
C -0.407003 -3.628841 -0.648883 -0.049 -0.008 -0.008 -1.058
C -1.746457 3.817358 -2.319462 0.036 -0.200 0.119 -0.822
H 0.204567 -4.511942 -0.834568 0.007 -0.007 -0.044 0.369
N 2.974430 -0.624399 -0.212918 0.061 -0.106 0.190 0.296
H 4.553263 2.201868 0.054215 0.018 -0.012 -0.009 0.494
C -3.340335 -1.163361 0.870154 0.022 -0.028 -0.003 -1.159
H -3.698398 -1.549627 1.824385 -0.021 -0.065 -0.039 0.370
C -1.328329 -2.367121 1.317151 -0.131 -0.069 0.069 -0.071
C -0.385450 -3.268199 0.803887 -0.115 -0.151 0.113 1.306
C 0.624277 -3.342122 2.990122 0.065 0.044 0.088 0.362
H -1.273408 3.319980 -3.161734 0.075 0.037 -0.028 0.121
H 2.100170 -2.454790 0.253476 0.081 0.071 -0.042 -0.038
B 1.893567 2.596335 1.142114 0.057 0.263 -0.162 0.237
H 2.280087 -2.142935 -1.480385 0.037 -0.012 -0.027 0.225
S 0.406588 -0.208788 0.606863 0.380 0.393 0.073 -0.264
H 1.397570 2.190902 2.156726 0.079 0.057 0.072 -0.155
N -0.947588 3.640838 -1.106545 -0.160 0.199 0.007 0.437
H -0.033007 -2.809392 -1.269940 -0.012 0.033 0.055 -0.139
C -3.109170 0.334572 1.039473 0.306 0.340 -0.035 0.864
Se -3.232908 0.234709 -2.405642 -0.006 0.176 -0.123 -0.578
H -1.420704 -3.805156 -1.007290 0.010 -0.063 0.040 0.344
S 1.226637 2.656823 -2.407565 0.012 0.429 0.334 -0.210
C -1.375605 4.015155 0.135595 0.034 -0.058 -0.007 -0.594
H 5.038335 -0.398748 -0.766656 0.005 0.000 0.001 0.489
C -0.295518 -2.444900 3.487653 -0.011 -0.009 -0.044 -1.024
C 2.755599 -2.031757 -0.504596 -0.026 0.143 -0.084 -0.462
C 3.907916 1.343333 0.014981 0.040 -0.015 0.042 -0.577
Sb -1.320299 -0.029164 -3.888388 -0.301 -0.114 -1.697 0.765
H -4.115499 -1.308366 0.117836 0.021 0.053 -0.018 0.452
O -3.793963 0.929881 1.857033 -0.116 -0.051 0.025 -0.720
Cl 1.873527 -3.977367 4.041227 -0.040 0.022 -0.043 -0.272
H -1.855297 4.881253 -2.522190 -0.019 -0.003 -0.035 0.298
O -2.213452 -1.884131 0.406226 -0.115 -0.259 -0.022 -0.598
C 0.586623 -3.749395 1.664220 -0.117 -0.117 0.006 -0.695
H -2.365440 4.400114 0.298736 0.001 0.015 0.016 0.472
Se -0.622857 -2.257093 -4.363896 0.138 -0.268 0.106 -0.631
```
Forces are in eV/Å.

Entry 3:
The following is a quantum chemistry calculation of a structure of composition C33H36F4N2SbSr, from OMol25.

The value obtained for the total energy is -2058.84779 hartree. As for the net charge: +1. For the relative energy (zero: lowest compared OMol25 entry of this formula, charge and spin), the calculation gives 0.0 kcal per mole. As for the HOMO energy: -9.895 eV.

```
77
Properties=species:S:1:pos:R:3:forces:R:3:mulliken_charge:R:1
H -0.675295 -1.148452 0.649406 -0.012 0.002 0.001 0.207
H 2.249419 -0.829376 -0.521852 0.011 0.002 0.005 0.333
C -6.050400 0.941120 -2.151811 0.004 -0.002 -0.009 -0.759
H 5.057987 0.452008 -1.070196 0.004 0.024 -0.006 0.390
Sr 1.792079 1.332428 1.650693 -0.061 0.102 -0.076 1.890
C 2.928890 -0.584722 -2.547767 0.013 0.008 0.005 -1.634
C -3.313972 -2.027174 -0.287065 0.012 -0.004 0.001 -1.211
H -0.034658 -0.690043 -3.388723 -0.001 0.004 0.003 0.671
N 3.073748 1.085546 -0.625856 -0.097 -0.008 0.017 0.838
F 5.076344 -2.721443 2.221356 -0.004 0.007 -0.003 -0.315
H 5.491706 -0.609170 1.079820 -0.003 -0.001 0.015 0.686
H 0.422417 -3.008870 -4.056894 0.001 0.003 0.001 0.507
C 4.465386 -2.753285 4.476731 -0.010 -0.009 0.027 -0.061
C 3.065799 -1.114052 5.407447 0.007 0.007 -0.017 0.027
H 1.274442 2.229082 -2.571078 -0.001 0.002 -0.002 0.235
H -6.175668 1.452754 1.190385 -0.003 0.000 -0.001 0.435
C -5.761030 1.295305 0.203295 0.002 -0.002 0.000 -0.920
Sb -1.724213 0.902417 -1.574090 -0.027 0.003 -0.018 0.858
C -4.672434 0.874760 -2.342686 -0.006 0.002 0.006 0.628
C -0.996611 -3.836093 -2.672012 0.001 0.007 0.000 -0.727
C 3.036939 -0.493266 4.183554 -0.028 -0.003 -0.015 0.063
H -4.913837 0.595332 -4.462383 0.003 0.001 -0.004 0.431
C 4.430597 0.683279 -0.201444 0.075 -0.063 0.039 -1.223
H -3.750811 1.306945 0.904783 0.005 0.000 -0.006 0.305
H 2.945500 0.159054 -3.345525 -0.002 -0.005 -0.006 0.340
C 3.167306 2.279722 -1.481911 -0.013 -0.002 -0.014 -0.857
C 3.794672 -2.272250 5.586098 -0.004 0.012 -0.005 -0.437
C -2.226265 -2.245643 -1.305116 -0.018 -0.009 0.009 0.830
H 3.749352 2.067540 -2.386391 -0.002 -0.004 0.000 0.293
F 2.291401 0.675728 4.061681 0.049 -0.031 -0.066 -0.434
H -3.486471 -2.937202 0.286624 -0.003 0.001 0.000 0.484
C -4.386834 1.225192 0.030188 -0.010 0.009 0.011 -0.143
C -0.545739 -0.223675 2.578744 0.001 0.025 0.023 -1.060
H 4.195919 -1.415974 0.233586 -0.003 0.001 0.008 0.415
C -3.835011 1.018595 -1.229855 0.011 -0.004 -0.003 0.664
F 5.169640 -3.883184 4.581403 0.003 0.013 -0.005 -0.298
H 3.944101 -0.951203 -2.399080 -0.002 0.001 0.004 0.400
C -1.508341 -1.199689 -1.906844 0.018 -0.005 -0.006 0.428
C -1.163420 0.943383 0.527994 0.018 -0.030 0.054 1.285
H -4.252664 -1.756175 -0.774803 0.001 0.007 0.000 0.286
H -3.592078 -0.336411 -3.766854 0.000 -0.001 0.001 0.292
H -1.110116 3.609023 -0.336374 0.003 0.001 0.005 0.234
N 3.563015 -0.216509 1.883581 0.027 -0.058 0.032 -0.244
H 1.941045 3.836804 -2.316165 -0.010 0.000 -0.005 0.462
H -2.488005 -4.365545 -1.234673 0.002 -0.002 -0.001 0.433
H 3.741818 3.023967 -0.924383 -0.003 0.000 0.004 0.527
C -1.263055 2.149077 1.252315 0.039 -0.010 0.013 0.695
C 4.450635 -0.490819 0.765211 0.055 -0.016 -0.055 -1.028
F 2.376536 -0.572686 6.420691 0.003 -0.003 0.002 -0.316
C -0.567450 -1.497376 -2.895221 0.012 0.009 -0.011 -1.020
H 4.877744 1.552623 0.289980 0.000 -0.003 0.011 0.441
C -0.774300 -0.220364 1.203166 -0.021 0.029 -0.020 -0.258
C -4.118249 0.621079 -3.720221 -0.002 0.004 0.005 -1.618
C 2.332113 -0.027923 -1.262115 0.021 0.027 0.027 0.155
C -0.685534 0.959568 3.298625 -0.060 0.112 -0.039 -0.961
H -1.545222 4.288187 1.239802 0.002 0.000 0.000 0.547
C -1.020720 2.139565 2.632002 0.034 -0.186 0.035 -0.978
H -0.271722 -1.141253 3.084891 0.004 -0.003 -0.005 0.458
H 2.326048 -1.425648 -2.887546 -0.008 -0.001 0.002 0.385
C 3.702561 -0.941620 3.028627 -0.019 0.057 0.006 -0.326
C -1.942840 -3.552394 -1.699136 0.004 0.001 0.002 -0.666
H -3.414484 1.402565 -4.019679 0.000 0.001 -0.004 0.286
H 1.312551 0.319742 -1.455247 0.006 0.003 -0.006 -0.570
C -1.677249 3.431643 0.580462 -0.005 0.011 -0.004 -1.565
H 3.835682 -2.779272 6.537683 0.003 -0.005 -0.002 0.502
H -0.521985 0.967045 4.368523 -0.010 0.006 -0.001 0.374
H -2.731272 3.391158 0.295870 0.000 -0.008 0.005 0.223
H -3.080049 -1.223243 0.409008 -0.005 0.000 0.003 0.093
C -0.305425 -2.802784 -3.282690 -0.005 -0.012 0.007 -0.771
H -0.808385 -4.862973 -2.956619 0.000 0.001 -0.001 0.413
C 1.814034 2.855074 -1.861574 0.011 -0.004 0.008 -0.572
H 1.166413 2.982698 -0.984083 0.004 0.011 0.001 -0.144
C 4.427228 -2.129007 3.243193 -0.013 -0.022 0.006 1.106
H -7.668852 1.200567 -0.773723 0.000 0.002 0.000 0.400
H -6.705170 0.824065 -3.006908 -0.002 0.001 0.001 0.387
C -6.594801 1.152005 -0.894849 0.000 0.000 0.000 -0.739
H -1.130468 3.060126 3.194049 0.005 -0.003 0.010 0.515
```
Forces are in eV/Å.